The following is a quantum chemistry calculation of a structure of composition C22H47Al2BrCl2F3LiN2O12P at a distorted geometry, from OMol25.

Results
**Frontier orbital gap**: 0.97 eV
**Max |F|**: 6.18 eV/Å
**Charge**: +1
**E_HOMO**: -0.25289 Ha

Geometry as XYZ:
```
93
C22H47Al2BrCl2F3LiN2O12P | OMol25 | ωB97M-V/def2-TZVPD
C 7.61917 -1.11855 3.10946
O 7.39711 0.23854 2.56051
C 7.58666 0.26922 1.09626
C 6.19374 0.28260 0.22707
C 5.83141 1.80942 -0.24712
C 4.73898 2.59095 0.69211
C 4.71298 2.12963 2.26448
C 3.34097 2.76660 2.97818
C 1.94785 2.24648 2.28797
Al 1.87216 0.23730 1.88006
C 0.21929 -0.58521 2.77876
C 0.61341 -1.81705 3.79543
O 1.16105 -1.58082 5.00087
Br 0.28584 -3.77698 3.35954
C 1.68703 -0.04087 -0.18172
P 2.31087 -1.81272 -0.69566
O 1.58463 -2.31984 -2.03494
O 2.03734 -2.94798 0.59619
O 4.01544 -1.76886 -1.05005
H 6.71208 -1.33574 3.84542
H 7.57346 -1.94035 2.27753
H 8.64962 -1.21563 3.66096
H 8.16245 1.27207 0.85687
H 8.26397 -0.61262 0.68367
H 5.28739 -0.27608 0.76357
H 6.41237 -0.34484 -0.76288
H 5.33094 1.71304 -1.32680
H 6.83299 2.42899 -0.44180
H 5.05674 3.74139 0.68896
H 3.70600 2.54181 0.14025
H 5.61943 2.55768 2.91019
H 4.65022 0.97565 2.44712
H 3.30285 2.57950 4.13682
H 3.41505 3.93088 2.78828
H 1.79777 2.80610 1.24430
H 1.04645 2.61278 2.96362
H 3.13259 -0.58899 2.37975
H -0.56210 -0.95495 1.98644
H -0.28258 0.26593 3.43041
H 0.58839 0.15487 -0.54405
H 2.38232 0.70268 -0.79744
H 2.72042 -3.68322 0.49350
H 4.16575 -0.93580 -1.60954
C -3.10540 2.48097 2.12651
C -2.63514 1.62591 0.99152
O -1.48586 1.30773 0.76099
N -3.52494 1.17332 -0.00567
C -4.24564 -0.05578 0.39136
H -2.40205 2.40060 2.95869
H -3.17254 3.51992 1.79613
H -4.08500 2.14148 2.47005
H -4.19239 1.91558 -0.22441
H -2.90548 0.96235 -0.79682
H -4.88909 -0.34190 -0.44401
H -4.85028 0.16029 1.27528
H -3.51346 -0.84207 0.59442
C 1.47109 -2.60065 -4.95915
C 0.48576 -2.95152 -6.05561
O 0.27383 -1.89693 -6.98836
C 1.25780 -1.66770 -8.03554
O 1.51544 -2.79522 -8.69357
C 2.55455 -0.91591 -7.53647
F 2.24059 0.01829 -6.59132
F 3.15004 -0.22089 -8.54738
F 3.51133 -1.70591 -6.99219
H 1.33189 -1.57200 -4.61291
H 1.35677 -3.28094 -4.11047
H 2.50078 -2.70152 -5.30691
H -0.48679 -3.11421 -5.57853
H 0.74231 -3.89917 -6.54100
H 0.75829 -0.87164 -8.60477
Li -6.28909 -1.49201 0.26859
Cl 0.11091 -2.49618 6.19359
C -8.82070 2.25030 2.87007
C -9.09149 0.84439 2.43354
O -8.29605 0.08907 1.91201
N -10.38488 0.28604 2.51341
C -10.68682 -0.25834 3.85512
H -7.75790 2.36282 3.09697
H -9.10518 2.94034 2.07258
H -9.39125 2.47835 3.77304
H -11.07501 0.99579 2.25989
H -10.35207 -0.48379 1.83484
H -11.69151 -0.68589 3.81608
H -10.65264 0.55666 4.58189
H -9.95264 -1.03286 4.09319
Al 6.40849 5.09783 0.17368
Cl 9.70849 2.08404 0.40126
C -5.68686 -2.14761 -3.57698
O -4.82099 -2.64395 -4.33715
O -6.85108 -2.03483 -4.20053
O -5.62396 -1.76416 -2.38751
H -6.47468 -2.41542 -5.01991
```

---

The following is a quantum chemistry calculation of the molecule C2H4S2 at a distorted geometry, from OMol25.

Results
**Frontier orbital gap (alpha / beta)**: 7.77 / 7.77 eV
**Max |F|**: 3.58 eV/Å
**Charge**: 0
**ΔE to the lowest compared entry with this formula, charge and spin**: 65.8 kcal/mol
**E_HOMO (alpha / beta)**: -0.30708 / -0.30709 Ha

Geometry as XYZ:
```
8
C2H4S2 | OMol25 | ωB97M-V/def2-TZVPD
C 0.57263 0.72845 0.15233
C 1.67134 -0.19211 -0.03494
S -2.98428 -0.56644 0.11999
S -1.02472 0.77727 0.06267
H 2.54124 0.32095 0.32116
H 1.52332 -1.14372 0.55240
H 1.45143 -0.42483 -1.14017
H -3.75096 0.50042 -0.03345
```

---

The following is a quantum chemistry calculation of a cluster of 5 separate species, C19H27BO18 in total at a distorted geometry, from OMol25.

Results
**Frontier orbital gap**: 9.48 eV
**Max |F|**: 3.48 eV/Å
**Charge**: 0
**SMILES**: O=C1O[C@@H](C[C@@H]2CO2)[C@@H](CB(O)O)O1.O=C1OCCO1.O=C1OCCO1.O=C1OCCO1.O=C1OCCO1
**ΔE to the lowest compared entry with this formula, charge and spin**: 9.5 kcal/mol
**E_HOMO**: -0.34400 Ha

Geometry as XYZ:
```
65
C19H27BO18 | OMol25 | ωB97M-V/def2-TZVPD
O 1.94268 -2.11614 4.19755
C 1.25619 -2.08781 3.22361
O -0.01615 -1.71448 3.17764
C -0.36285 -1.33814 1.81303
C -0.91193 0.07479 1.78496
C -2.30208 0.12084 1.12035
C -3.50999 0.54320 2.08250
O -3.18411 -0.83979 1.34832
C 0.95318 -1.65995 1.04922
C 1.80473 -0.55138 0.47444
B 2.51928 0.31955 1.58599
O 3.89554 0.32483 1.59683
O 1.82622 1.04057 2.53924
O 1.68695 -2.43955 1.98735
H -1.10702 -2.05823 1.49922
H -1.05209 0.41175 2.79860
H -0.27722 0.74239 1.21845
H -2.35425 0.54906 0.11813
H -4.52807 0.28251 2.35246
H -3.87796 1.22105 1.26302
H 0.65624 -2.29731 0.22019
H 1.23198 0.02897 -0.24549
H 2.60784 -1.01843 -0.08830
H 4.25958 0.11586 2.46466
H 2.16267 0.82889 3.41946
O -2.47395 2.58104 -1.98288
C -3.56314 2.14576 -2.17550
O -4.41977 1.78178 -1.19184
C -5.70094 1.50583 -1.78005
C -5.32108 1.17821 -3.21041
O -4.11059 1.93173 -3.38804
H -6.18906 0.68557 -1.26204
H -6.31951 2.40100 -1.69974
H -5.10017 0.12190 -3.35228
H -6.06790 1.48195 -3.93641
O -4.68931 -0.83748 -5.61519
C -4.52484 0.02308 -6.41618
O -3.59757 -0.00586 -7.39392
C -3.83880 1.08703 -8.28671
C -4.60186 2.05476 -7.40224
O -5.24385 1.17203 -6.47064
H -2.89784 1.48332 -8.65628
H -4.43578 0.72828 -9.12631
H -3.94492 2.72654 -6.84846
H -5.34605 2.63660 -7.93831
O 7.06335 5.27813 2.82810
C 6.04456 4.72717 2.58202
O 5.21371 4.18484 3.51326
C 3.98983 3.82579 2.86327
C 4.42462 3.65396 1.43005
O 5.54317 4.54429 1.33349
H 3.57694 2.91738 3.28838
H 3.27461 4.64089 2.98832
H 4.75606 2.63913 1.21329
H 3.65622 3.93745 0.71496
O 6.75171 -6.22303 3.22382
C 5.60187 -5.93465 3.22993
O 4.66770 -6.49649 4.03424
C 3.45545 -5.74155 3.92082
C 3.61090 -5.08935 2.56029
O 5.03489 -4.99657 2.43432
H 2.59605 -6.40232 3.99287
H 3.41864 -5.00936 4.72877
H 3.22840 -5.71664 1.75222
H 3.15889 -4.10520 2.49964
```

---

The following is a quantum chemistry calculation of the molecule C4H6OS3 at a distorted geometry, from OMol25.

Results
**Frontier orbital gap**: 8.26 eV
**Max |F|**: 6.88 eV/Å
**Charge**: 0
**SMILES**: O[C@H]1[C@@H](S)[C@@]1(S)C=S
**ΔE to the lowest compared entry with this formula, charge and spin**: 65.5 kcal/mol
**E_HOMO**: -0.32216 Ha

Geometry as XYZ:
```
14
C4H6OS3 | OMol25 | ωB97M-V/def2-TZVPD
O -1.28272 -0.36739 1.59351
C -0.40014 -0.93337 0.59170
C -0.47848 -0.27405 -0.75597
S -1.68401 1.14364 -0.78874
C 0.81784 -0.20698 0.19834
S 2.14394 -1.17968 -0.50423
C 1.00511 1.04969 0.55401
S 2.27398 1.91595 0.18989
H -1.78374 0.27937 1.15566
H -0.32194 -1.97264 0.76999
H -0.57134 -1.02009 -1.61293
H -2.53459 0.39383 -1.46684
H 2.55850 -0.17026 -1.29202
H 0.25757 1.34197 1.36764
```

---

The following is a quantum chemistry calculation of a structure of composition C5H13NO2 at a distorted geometry, from OMol25.

Results
**Frontier orbital gap**: 9.58 eV
**Max |F|**: 2.59 eV/Å
**Charge**: 0
**ΔE to the lowest compared entry with this formula, charge and spin**: 66.7 kcal/mol
**E_HOMO**: -0.32635 Ha

Geometry as XYZ:
```
21
C5H13NO2 | OMol25 | ωB97M-V/def2-TZVPD
C -1.62111 -1.40125 -0.73178
C -0.61065 0.48189 -1.90116
C 0.09487 1.72616 0.65090
N -0.61995 -0.32327 -0.67265
C -0.71882 0.45762 0.61027
O -1.53216 0.15769 1.44558
H -1.61445 -1.91672 0.22363
H 0.23430 1.16646 -1.89752
H -1.34715 -2.08583 -1.53333
H -2.62634 -1.01633 -0.90155
H -0.55931 -0.17885 -2.76577
H -1.51984 1.07732 -2.01177
H 0.25903 1.98414 1.69444
H -0.46718 2.53591 0.18194
H 1.05727 1.62567 0.15810
C 2.23710 -0.66667 1.55153
O 1.07506 -0.96111 0.84844
H 0.57580 -0.93536 -0.29820
H 2.84931 0.13527 1.10320
H 1.96462 -0.32100 2.55613
H 2.88959 -1.54174 1.68957
```

---

The following is a quantum chemistry calculation of the molecule C3H7N3OS at a distorted geometry, from OMol25.

Results
**Frontier orbital gap**: 8.73 eV
**Max |F|**: 2.58 eV/Å
**Charge**: 0
**SMILES**: CN/C(=N/S)NC=O
**ΔE to the lowest compared entry with this formula, charge and spin**: 31.0 kcal/mol
**E_HOMO**: -0.30209 Ha

Geometry as XYZ:
```
15
C3H7N3OS | OMol25 | ωB97M-V/def2-TZVPD
C 0.51578 1.43057 -1.51850
N 0.65164 1.41407 -0.05886
C 0.03507 0.38198 0.67195
N -0.75300 0.69296 1.65271
S -1.25836 -0.42000 2.80502
N 0.47602 -0.90765 0.24494
C -0.27835 -1.97606 -0.06610
O -1.50175 -2.07423 0.06519
H 0.95531 0.55675 -1.98213
H 1.12055 2.29554 -1.89460
H -0.53717 1.53739 -1.82071
H 0.40238 2.28209 0.38003
H -1.61370 -1.48627 1.99945
H 1.51315 -0.88873 -0.01719
H 0.27242 -2.83842 -0.46119
```

---

The following is a quantum chemistry calculation of the molecule C18H23N3O4S at a distorted geometry, from OMol25.

Results
**Frontier orbital gap**: 8.80 eV
**Max |F|**: 5.50 eV/Å
**Charge**: 0
**SMILES**: CCc1c(C(=O)Nc2cc(S(=O)(=O)NC)ccc2C)[nH]c(C)c1C(C)=O
**ΔE to the lowest compared entry with this formula, charge and spin**: 108.8 kcal/mol
**E_HOMO**: -0.30976 Ha

Geometry as XYZ:
```
49
C18H23N3O4S | OMol25 | ωB97M-V/def2-TZVPD
C 0.76488 2.72135 -2.67731
C -0.31304 2.89402 -1.63410
C 0.22366 3.15233 -0.27011
C 0.81427 2.27429 0.71515
C 1.17942 0.86871 0.78539
O 1.53016 0.51041 1.87713
N 0.94162 0.06007 -0.27406
C 0.76739 -1.35522 -0.11394
C -0.10128 -1.77854 0.94573
C -0.21484 -3.21124 1.23725
S -1.06921 -3.75179 2.81106
O -1.98845 -2.70680 3.34088
O -1.70352 -5.01955 2.68252
N 0.06511 -4.06669 4.02040
C 1.02590 -5.17372 3.89532
C 0.47054 -4.08574 0.37684
C 1.22254 -3.63608 -0.75053
C 1.44768 -2.27497 -0.95058
C 2.60950 -1.98738 -1.95786
N 1.23033 3.11218 1.76383
C 0.81352 4.34109 1.52748
C 1.23177 5.49258 2.52568
C 0.24054 4.44375 0.33390
C -0.21919 5.68426 -0.43854
C -1.44566 6.45058 -0.01525
O 0.26240 5.80700 -1.52169
H 1.08859 3.65964 -3.01729
H 1.68118 2.16065 -2.39867
H 0.27453 2.15872 -3.47588
H -0.90349 1.98667 -1.69146
H -1.05628 3.58724 -1.97438
H 1.05792 0.49847 -1.18638
H -0.65960 -1.07636 1.46675
H -0.48188 -4.03663 4.85080
H 0.54858 -6.20782 3.79207
H 1.48413 -5.24986 4.83062
H 1.76134 -5.04591 3.13089
H 0.48870 -5.23057 0.61364
H 1.79272 -4.30883 -1.41524
H 3.47156 -1.53274 -1.40082
H 2.38217 -1.22180 -2.70921
H 2.86801 -2.94446 -2.48766
H 1.75404 2.71067 2.58448
H 0.63668 6.29635 2.16776
H 1.03107 5.26547 3.62257
H 2.26050 5.81139 2.26055
H -1.16867 7.39477 0.35000
H -2.08716 6.59916 -0.91523
H -2.08098 5.89058 0.69717
```